Record 1
{"formula": "C4H4F4", "method": "the ωB97M-V functional and the def2-TZVPD basis", "elements": ["C", "C", "C", "C", "F", "F", "F", "F", "H", "H", "H", "H"], "xyz": [[-0.50778, 1.08944, 0.54616], [0.75123, 1.13632, 0.17957], [-2.08684, -1.59700, 0.30106], [1.31592, 0.06810, -0.64716], [-1.03751, 2.10802, 1.31103], [1.58917, 2.13201, 0.48421], [-1.37898, -2.51934, 0.94301], [-1.84995, -1.79517, -0.97692], [-1.23024, 0.27584, 0.41899], [0.59105, -0.61085, -0.98592], [1.79940, -0.65839, -0.08509], [2.04452, 0.37100, -1.48895]], "atomic_forces_ev_per_a": [[-1.2, 1.4, 1.5], [0.1, -0.3, -0.8], [0.4, -1.0, 0.0], [1.7, 0.6, -1.7], [0.4, -0.8, -0.5], [-0.3, 0.1, 0.2], [-0.6, 0.8, -0.9], [0.0, -0.2, 0.8], [0.6, 0.7, -0.2], [-1.6, -0.2, -1.3], [1.9, -0.9, 1.6], [-1.4, -0.2, 1.3]], "lumo_energy_ev": -0.6, "total_energy_ev": -15078.9542, "homo_lumo_gap_ha": 0.33160, "homo_energy_ev": -9.6, "charge": 0, "relative_energy_kj_mol": 257.35}

---

Record 2
{"formula": "H14Si7", "method": "the ωB97M-V functional and the def2-TZVPD basis", "elements": ["Si", "Si", "Si", "Si", "Si", "Si", "Si", "H", "H", "H", "H", "H", "H", "H", "H", "H", "H", "H", "H", "H", "H"], "xyz": [[-3.29313, 0.79024, 0.52053], [-1.11372, 0.90657, -0.13498], [0.39006, 2.28186, 0.94365], [2.57233, 1.45498, 1.05735], [2.38010, -0.72713, -0.03525], [0.11691, -1.07618, -0.35295], [-0.49398, -2.57263, -2.18524], [-3.09287, 0.66074, 2.11886], [-3.81930, -0.47712, 0.11856], [-4.02499, 1.93721, 0.29920], [-0.65609, 1.49844, -1.48587], [0.28334, 2.59817, 2.42229], [0.33485, 3.52285, 0.12815], [3.97737, 1.88219, 1.06840], [2.54419, 0.70795, 2.34811], [2.90424, -1.50998, -1.14171], [3.09499, -1.35499, 0.98873], [-0.30073, -1.59574, 0.91298], [0.49926, -2.63681, -3.20828], [-1.82471, -2.45335, -2.88491], [-0.47813, -3.83728, -1.49762]], "atomic_forces_ev_per_a": [[1.7, -1.3, 3.0], [1.8, 0.0, -1.6], [0.5, 1.1, 0.8], [-0.1, -2.0, -0.6], [-0.4, 1.4, -0.7], [-0.7, 0.0, -0.6], [-0.7, 0.8, 0.9], [-0.3, 0.2, -1.7], [-0.6, -0.6, -0.5], [-1.3, 1.7, -0.6], [-0.8, 0.0, 0.5], [-0.4, 0.0, -0.6], [0.0, 0.1, 0.3], [0.0, 0.7, -0.3], [-0.2, 0.2, 0.1], [0.5, 0.4, -1.0], [0.4, -1.3, 1.6], [-0.4, -1.0, 0.9], [0.8, 0.1, -0.7], [0.4, 0.2, 0.4], [-0.1, -0.8, 0.3]], "lumo_energy_ev": 0.1, "total_energy_ev": -55366.0288, "homo_lumo_gap_ha": 0.32661, "homo_energy_ev": -8.8, "charge": 0, "relative_energy_kj_mol": 77.01}

---

Record 3
{"formula": "C20H26Cl2F10MgO4Si", "method": "the ωB97M-V functional and the def2-TZVPD basis", "elements": ["C", "C", "O", "C", "O", "O", "C", "F", "F", "C", "C", "Si", "C", "C", "C", "C", "C", "C", "C", "C", "H", "H", "H", "H", "H", "H", "H", "H", "H", "H", "H", "H", "H", "H", "H", "H", "H", "H", "H", "H", "Mg", "C", "C", "C", "F", "F", "F", "F", "O", "C", "C", "F", "F", "F", "F", "H", "H", "H", "H", "C", "Cl", "Cl", "H", "H"], "xyz": [[-0.36844, 0.50920, 4.79988], [0.18535, -0.38447, 3.66346], [-0.86006, -0.63712, 2.62025], [-0.31264, -0.50700, 1.28845], [-0.14901, 0.60915, 0.88893], [-0.06816, -1.55668, 0.47982], [0.72150, -2.59685, 1.05484], [0.08181, -3.19759, 2.09916], [0.77882, -3.52876, 0.09716], [2.17177, -2.21880, 1.40708], [3.08215, -2.14559, 0.15465], [4.69013, -1.13930, 0.41060], [5.56473, -1.14488, -1.27155], [5.74022, -1.89156, 1.78609], [4.14495, 0.65666, 0.78638], [4.29757, 1.64087, -0.19705], [3.88843, 2.94864, 0.01766], [3.30378, 3.32620, 1.24567], [3.19178, 2.35661, 2.22987], [3.59533, 1.04544, 2.03273], [-1.47027, 0.55146, 4.74255], [-0.04219, 0.10674, 5.76337], [-0.00260, 1.52947, 4.63031], [0.55670, -1.35773, 4.00214], [0.99404, 0.18224, 3.17816], [2.53423, -3.06817, 2.00987], [2.22703, -1.33583, 2.05872], [2.53810, -1.68683, -0.68624], [3.38950, -3.16561, -0.11655], [5.03666, -0.49926, -1.98967], [5.48455, -2.16205, -1.68994], [6.60903, -0.83097, -1.15709], [6.74169, -2.11025, 1.38591], [5.32727, -2.86575, 2.09629], [5.79451, -1.23634, 2.66466], [4.74400, 1.43538, -1.16776], [4.02941, 3.68372, -0.77275], [2.98351, 4.35714, 1.37920], [2.75045, 2.65254, 3.18629], [3.50210, 0.29825, 2.82660], [-2.72731, -0.83304, 2.32198], [-4.48967, -0.03227, -2.79455], [-5.15551, -0.97197, -1.76550], [-5.64191, -2.33082, -2.28030], [-6.58771, -2.20422, -3.21171], [-6.18441, -3.02797, -1.24943], [-6.14666, -0.31264, -1.14307], [-4.19981, -1.23675, -0.78710], [-5.28282, 1.00454, -3.34460], [-6.07953, 0.74605, -4.46550], [-7.57132, 0.91990, -4.16666], [-7.96793, 0.08122, -3.18533], [-8.29326, 0.63251, -5.26402], [-5.78988, -0.46262, -4.97472], [-5.72289, 1.64545, -5.39639], [-3.71631, 0.50397, -2.24033], [-3.95130, -0.58399, -3.56624], [-4.81310, -2.91630, -2.69009], [-7.78637, 1.94430, -3.85428], [0.02127, 4.13217, -0.86686], [1.27250, 2.96775, -0.36839], [0.32282, 5.72196, -0.16851], [0.03005, 4.21330, -1.94859], [-0.94665, 3.77714, -0.52800]], "atomic_forces_ev_per_a": [[0.0, -0.4, -1.0], [0.7, 0.8, 1.5], [0.1, -1.1, -1.1], [1.6, 2.6, -2.3], [-0.8, -1.2, 0.8], [-0.9, 0.0, 2.3], [2.1, -2.0, -0.5], [-0.5, 0.9, 0.0], [-0.6, 0.3, 0.0], [0.1, -0.5, 0.0], [-0.1, 0.4, 0.4], [0.1, 0.4, -0.6], [-0.7, -0.2, 0.4], [-0.3, -0.3, -0.2], [0.1, -0.5, 0.3], [0.0, 0.4, 0.0], [0.6, 0.2, 0.6], [1.2, -0.4, -0.4], [-0.5, 0.5, 0.9], [0.2, -0.2, -0.8], [0.2, -0.1, 0.3], [-0.2, 0.3, -0.1], [-0.2, -0.3, 0.3], [-0.4, 0.1, -0.2], [-0.3, -0.4, -0.2], [-0.3, 0.3, 0.0], [-0.2, 0.0, -0.3], [0.2, -0.2, 0.1], [-0.3, 0.3, -0.1], [0.3, -0.1, 0.2], [0.4, 0.3, 0.2], [-0.2, -0.1, -0.3], [-0.2, 0.3, 0.3], [0.1, 0.3, 0.0], [0.2, -0.2, -0.2], [-0.1, -0.2, 0.3], [-0.1, -0.1, 0.2], [0.0, -0.3, 0.2], [0.2, -0.1, -0.2], [0.1, 0.3, 0.0], [-0.4, -0.1, 0.0], [0.6, 0.4, -0.2], [-0.8, 0.9, -0.7], [0.0, -0.8, 0.1], [0.0, 0.3, 0.0], [0.2, 0.2, 0.2], [0.1, -0.2, 0.2], [0.4, -0.2, 0.3], [-0.6, -0.7, 0.3], [1.0, 0.0, -0.2], [-0.6, 0.2, 0.0], [0.2, -0.1, 0.1], [0.3, 0.0, -0.1], [-0.3, -0.1, 0.0], [-0.2, 0.1, 0.1], [-0.1, 0.0, 0.1], [-0.2, -0.2, 0.0], [0.1, 0.1, 0.0], [0.2, 0.0, 0.0], [-0.2, -0.1, -0.1], [-1.5, 0.2, -0.9], [0.0, 0.0, 0.0], [0.1, 0.0, 0.0], [0.0, 0.0, 0.1]], "lumo_energy_ev": -11.3, "total_energy_ev": -94875.1538, "homo_lumo_gap_ha": 0.07349, "homo_energy_ev": -13.3, "charge": 2, "relative_energy_kj_mol": 0.00}

---

Record 4
{"formula": "C32H26F2IrN5OS2", "method": "the ωB97M-V functional and the def2-TZVPD basis", "elements": ["Ir", "C", "C", "N", "N", "C", "S", "S", "C", "C", "C", "C", "C", "C", "C", "C", "C", "C", "C", "C", "C", "O", "H", "H", "H", "H", "H", "H", "H", "H", "H", "H", "H", "H", "H", "H", "F", "C", "C", "C", "C", "C", "F", "C", "C", "C", "C", "C", "C", "N", "H", "H", "H", "H", "H", "H", "N", "C", "C", "C", "C", "C", "N", "H", "H", "H", "H", "H", "H"], "xyz": [[0.29305, 0.27639, 1.03358], [0.09744, 2.36500, -2.88684], [0.57978, 1.93937, -1.52023], [-0.22746, 1.30653, -0.72266], [-1.52769, 1.10406, -1.19423], [-2.30662, 0.38031, -0.46513], [-1.92562, -0.37549, 1.04956], [-4.01862, 0.28448, -0.93339], [-3.89561, -0.13226, -2.71158], [-3.72055, -1.60436, -2.94972], [-4.78227, -2.37424, -3.41030], [-4.63659, -3.74189, -3.59767], [-3.42546, -4.35639, -3.31995], [-2.35834, -3.59404, -2.86277], [-2.50546, -2.22834, -2.68308], [1.96211, 2.25051, -1.15466], [2.66007, 3.14451, -2.00481], [3.96084, 3.51762, -1.80256], [4.65410, 2.99148, -0.70415], [4.02278, 2.13222, 0.15015], [2.67327, 1.73052, -0.03068], [2.21919, 0.91607, 0.87692], [-0.82321, 1.85301, -3.13598], [0.85245, 2.14408, -3.63949], [-0.09871, 3.43820, -2.90624], [-3.07929, 0.46471, -3.11394], [-4.83745, 0.21725, -3.13184], [-5.73337, -1.90012, -3.62400], [-5.47160, -4.32814, -3.95933], [-3.31337, -5.42409, -3.45729], [-1.40796, -4.06248, -2.64098], [-1.67381, -1.63936, -2.31925], [2.14246, 3.57513, -2.84872], [4.44155, 4.20904, -2.48093], [5.68671, 3.26470, -0.52592], [4.53746, 1.71209, 1.00468], [0.95737, -1.48948, 6.11811], [1.01105, -1.75587, 4.79988], [0.64002, -0.78205, 3.89913], [0.71348, -1.04044, 2.52774], [1.12659, -2.31396, 2.09857], [1.48502, -3.25948, 3.05909], [1.90086, -4.49170, 2.68796], [1.44307, -3.01104, 4.40955], [1.17659, -2.51309, 0.65235], [1.52619, -3.70038, 0.00576], [1.59887, -3.73935, -1.37075], [1.30885, -2.59897, -2.10232], [0.93458, -1.46637, -1.41364], [0.86038, -1.41616, -0.08057], [0.29523, 0.16835, 4.28120], [1.72726, -3.76978, 5.12335], [1.74416, -4.58436, 0.57924], [1.87986, -4.65767, -1.87032], [1.35609, -2.58597, -3.18133], [0.68454, -0.56210, -1.94153], [-1.89120, 2.89107, 1.50055], [-0.90631, 2.89068, 2.42358], [-0.91408, 3.86192, 3.44544], [0.14190, 3.95072, 4.30833], [1.22044, 3.07765, 4.15809], [1.15457, 2.13756, 3.16512], [0.10854, 2.01194, 2.31454], [-2.72112, 3.42235, 1.69101], [-1.99611, 2.08440, 0.91035], [-1.76135, 4.52980, 3.52215], [0.14153, 4.69675, 5.09250], [2.08299, 3.12448, 4.80551], [1.95599, 1.43450, 3.00479]], "atomic_forces_ev_per_a": [[0.3, -0.1, -0.4], [0.0, -0.1, 0.0], [-0.1, 0.2, -0.1], [0.0, -0.2, 0.1], [-0.1, 0.1, -0.2], [0.1, 0.0, 0.2], [0.0, -0.1, -0.2], [0.0, -0.2, 0.0], [0.0, 0.1, 0.2], [0.0, 0.0, 0.0], [0.0, 0.0, 0.0], [0.0, 0.0, 0.0], [0.0, 0.0, 0.0], [0.0, 0.0, 0.0], [0.0, 0.0, 0.0], [0.1, 0.0, 0.1], [0.0, 0.0, 0.0], [0.1, 0.0, 0.0], [-0.1, 0.0, 0.0], [0.1, 0.0, 0.0], [-0.2, 0.1, 0.0], [0.2, -0.3, 0.0], [0.0, 0.0, 0.0], [0.0, 0.0, 0.0], [0.0, 0.0, 0.0], [0.0, 0.0, -0.1], [0.0, 0.0, -0.1], [0.0, 0.0, 0.0], [0.0, 0.0, 0.0], [0.0, 0.0, 0.0], [0.0, 0.0, 0.0], [0.0, 0.0, 0.0], [0.0, 0.0, 0.0], [0.0, 0.0, 0.0], [0.0, 0.0, 0.0], [0.0, 0.0, 0.0], [0.0, 0.0, 0.0], [0.0, -0.1, -0.1], [0.0, -0.2, 0.0], [0.1, 0.7, 0.3], [0.0, -0.1, 0.0], [-0.1, 0.0, -0.1], [0.0, 0.0, 0.0], [0.0, 0.0, 0.1], [0.1, 0.0, -0.1], [0.0, 0.0, -0.1], [0.0, 0.0, 0.0], [0.0, 0.0, 0.0], [0.0, 0.0, 0.0], [-0.4, 0.2, 0.5], [0.0, 0.0, 0.0], [0.0, 0.0, 0.0], [0.0, 0.0, 0.0], [0.0, 0.0, 0.0], [0.0, 0.0, 0.0], [-0.1, 0.1, 0.0], [0.0, 0.0, 0.0], [0.2, 0.1, 0.0], [0.0, 0.0, 0.0], [0.0, 0.0, 0.0], [0.0, 0.0, 0.0], [0.0, 0.1, 0.0], [-0.1, -0.5, 0.0], [0.0, 0.0, 0.0], [-0.1, 0.0, 0.0], [0.0, 0.0, 0.0], [0.0, 0.0, 0.0], [0.0, 0.0, 0.0], [0.0, 0.0, 0.0]], "lumo_energy_ev": 0.1, "total_energy_ev": -73051.3261, "homo_lumo_gap_ha": 0.27970, "homo_energy_ev": -7.6, "charge": 0, "relative_energy_kj_mol": 0.00}

---

Record 5
{"formula": "C5H9NOS", "method": "the ωB97M-V functional and the def2-TZVPD basis", "elements": ["C", "C", "C", "C", "N", "C", "S", "O", "H", "H", "H", "H", "H", "H", "H", "H", "H"], "xyz": [[-1.60471, -0.08826, -0.61773], [-0.10362, 0.05381, -0.41899], [0.62434, 0.29238, -1.74812], [0.51518, -1.00958, 0.54365], [0.47752, -0.33082, 1.81742], [0.38916, 0.99503, 1.67037], [0.59472, 2.12084, 2.82435], [0.06939, 1.26195, 0.27575], [-1.82472, 0.71972, -1.31703], [-2.24849, 0.01433, 0.40562], [-1.69340, -1.07281, -0.95605], [1.63961, -0.28979, -1.63785], [0.84708, 1.43529, -1.88549], [0.00938, -0.03236, -2.54419], [0.10862, -2.05613, 0.64614], [1.46096, -1.36145, 0.22037], [0.73899, -0.65214, 2.72179]], "atomic_forces_ev_per_a": [[-0.3, 1.2, 2.7], [-0.4, -0.1, 0.5], [2.7, 0.5, 1.3], [-1.0, -1.8, 0.1], [0.0, 0.7, -1.1], [-0.7, 0.7, -2.3], [-0.1, 0.2, -0.2], [1.3, 0.8, 4.3], [-0.8, -0.4, 0.0], [1.7, -0.1, -2.4], [-1.0, -1.4, -1.1], [-1.8, 1.2, -0.9], [-0.5, -2.3, 0.4], [-0.2, -0.6, -1.1], [-1.0, 1.3, -0.3], [1.8, 0.7, -0.2], [0.3, -0.5, 0.3]], "lumo_energy_ev": 0.6, "total_energy_ev": -19702.7809, "homo_lumo_gap_ha": 0.33591, "homo_energy_ev": -8.6, "charge": 0, "relative_energy_kj_mol": 146.89}

---

Record 6
{"formula": "C8H9BrClNO", "method": "the ωB97M-V functional and the def2-TZVPD basis", "elements": ["C", "C", "O", "N", "C", "C", "C", "C", "C", "C", "Cl", "Br", "H", "H", "H", "H", "H", "H", "H", "H", "H"], "xyz": [[-2.64690, -2.49541, 0.33379], [-1.28749, -1.98316, 0.56040], [-0.28112, -2.62396, 0.74647], [-1.27661, -0.57586, 0.68496], [-0.10791, 0.14329, 0.51321], [-0.20042, 1.48389, 0.36324], [0.75716, 2.46075, 0.01738], [1.86957, 2.44263, -0.73028], [2.19566, 1.22605, -1.43845], [2.31250, 0.14292, -0.60924], [2.12842, -1.45193, -1.30985], [3.26107, 0.04576, 1.07398], [-2.84088, -3.45505, 0.83731], [-3.38932, -1.71194, 0.68488], [-2.82316, -2.62605, -0.70779], [-2.25181, -0.31475, 0.45297], [0.75528, -0.40553, 0.80906], [-1.15813, 1.87367, 0.48882], [0.53215, 3.46539, 0.53337], [2.38571, 3.29381, -0.83110], [2.06624, 1.06548, -2.47313]], "atomic_forces_ev_per_a": [[-1.8, 0.2, 1.0], [1.6, 1.1, 1.5], [-0.2, -0.5, -0.4], [-1.8, -2.1, -0.8], [-1.3, 1.6, 0.9], [0.7, -1.8, -0.4], [0.8, 2.8, 1.8], [-1.9, -2.3, 0.0], [0.1, -1.7, 3.3], [1.4, -0.1, -2.1], [0.2, 0.1, 0.0], [-0.8, 0.4, -0.7], [0.2, 0.5, -0.1], [0.6, -1.2, -0.3], [-0.1, -0.2, -1.0], [1.6, 1.3, 0.1], [0.2, -0.4, -0.3], [-1.7, 0.6, 0.0], [0.3, -1.4, -1.0], [1.8, 3.1, -0.7], [-0.1, -0.1, -1.0]], "lumo_energy_ev": 0.3, "total_energy_ev": -94541.6462, "homo_lumo_gap_ha": 0.31335, "homo_energy_ev": -8.2, "charge": 0, "relative_energy_kj_mol": 0.00}